Entry 1:
ORCA calculation (ωB97M-V/def2-TZVPD) on a structure of composition C21H26BrCdN2 in a non-equilibrium geometry.

Calculated values
Kohn-Sham gap ... 6.5 eV
Highest occupied orbital energy ... -3.629 eV
Total charge ... -1

Geometry (Å):
H1 -1.151593 -2.386302 -1.787062
H2 2.240797 -1.928901 -0.369151
C1 3.276473 -2.492942 -3.542884
H3 1.475223 0.725274 4.833888
C2 -0.830129 0.314636 1.659382
C3 0.907207 -2.051867 -2.054196
H4 0.346559 4.340745 -3.047901
H5 -0.164671 -2.299396 -0.277940
C4 -1.397645 -1.946081 2.548121
C5 0.420109 -1.706026 4.599594
C6 0.888070 -2.228218 -3.452253
H6 -0.073193 -3.730201 5.081982
H7 0.989330 1.962643 -3.701094
H8 -4.674881 2.035902 0.093740
C7 0.650492 1.662723 3.096779
H9 -4.473703 -0.167120 1.779505
H10 -1.384603 3.011139 -0.942734
H11 2.413779 2.039157 -2.666657
H12 0.250672 4.778292 -1.335479
H13 1.982109 -2.622465 -5.239907
C8 0.583856 2.661425 -1.687104
C9 1.350391 1.795124 -2.686689
H14 4.287523 -2.325035 -1.664745
Cd1 -1.162200 0.216460 -0.689205
N1 -4.863956 0.756059 1.600517
C10 -0.296957 -1.916480 -1.291373
C11 -1.200532 -2.994366 3.403844
C12 2.038539 -2.453269 -4.170650
H15 4.183508 -2.656863 -4.112350
H16 -1.340446 2.460286 -2.603251
H17 -4.806117 1.293044 2.469749
C13 3.327839 -2.290056 -2.170483
C14 -0.896274 2.292855 -1.615038
H18 -0.208970 2.319052 1.268666
H19 1.124288 2.621142 3.279193
C15 0.764847 4.143814 -2.058710
H20 -3.249617 1.817164 0.901595
H21 -1.779759 -3.899759 3.296957
H22 1.820482 4.423485 -2.063110
H23 -0.067754 -2.192579 -3.961183
H24 1.229115 0.735182 -2.455368
C16 -0.683525 -0.730088 2.620755
C17 -0.131859 1.478501 1.950979
H25 1.136778 -1.594391 5.404702
H26 1.034839 2.514970 -0.694272
C18 2.179028 -2.075706 -1.442426
N2 -4.086016 1.343759 0.550065
C19 -0.246936 -2.885189 4.426344
C20 0.202214 -0.610780 3.738967
C21 0.840072 0.622933 3.963863
Br1 -2.772804 -2.181688 1.214028

Atomic forces in eV per Å
H 0.08 -0.06 0.18
H -0.03 -0.02 0.02
C 0.13 0.05 -0.08
H 0.08 0.02 0.07
C 0.23 0.41 -0.45
C 0.85 -0.11 -0.55
H -0.03 0.01 -0.05
H -0.17 -0.06 -0.06
C -0.39 -0.52 -0.24
C 0.05 -0.25 0.18
C -0.23 0.12 0.30
H 0.02 0.05 0.01
H -0.12 0.01 -0.12
H 0.19 -0.16 0.05
C 0.26 -0.13 0.46
H -0.03 0.25 -0.02
H -0.10 -0.02 0.00
H 0.10 -0.06 -0.05
H -0.04 0.08 -0.01
H -0.04 0.06 -0.05
C 0.05 0.18 -0.19
C -0.02 -0.01 0.36
H -0.03 0.05 0.03
Cd 0.71 0.03 0.07
N 0.06 -0.02 0.24
C -1.19 0.58 0.67
C -0.20 -0.01 -0.25
C 0.31 -0.07 -0.27
H -0.02 -0.04 0.01
H -0.08 -0.18 0.00
H 0.11 -0.19 -0.32
C 0.32 -0.07 -0.08
C -0.22 -0.37 0.36
H 0.04 0.04 -0.11
H 0.05 -0.01 0.02
C 0.06 -0.25 0.27
H -0.18 -0.27 -0.08
H -0.02 -0.03 -0.05
H 0.10 0.08 -0.07
H -0.06 -0.04 -0.02
H 0.07 -0.02 -0.06
C 0.06 0.22 0.00
C -0.61 -0.12 -0.33
H 0.01 0.01 0.05
H 0.01 0.00 -0.11
C -0.38 0.10 0.07
N -0.03 0.35 0.05
C 0.12 0.13 0.17
C -0.29 -0.06 -0.29
C 0.19 0.33 0.00
Br 0.25 -0.01 0.31

=====

Entry 2:
ORCA calculation (ωB97M-V/def2-TZVPD) on a structure of composition C21H26BrCl2O4Si2Y.

Calculated values
Kohn-Sham gap ... 7.4 eV
Highest occupied orbital energy ... -8.657 eV
Energy above the lowest of the compared OMol25 structures with the same formula, charge and spin ... 0.0 kcal/mol
Total charge ... 0

Geometry (Å):
C1 -1.648726 -0.445808 -4.157495
C2 1.705181 2.275690 1.979467
C3 -2.844930 -3.106639 3.133329
C4 1.335462 -2.517690 -0.877008
O1 -1.312937 0.101337 2.301789
H1 4.294606 2.100436 -1.069505
H2 4.240684 -1.156836 -1.346225
H3 1.468672 0.504816 -1.547069
H4 1.668462 -3.497299 -0.524451
C5 -2.311926 -0.012744 -5.293714
H5 1.972456 3.278489 2.322339
Cl1 -3.446685 -4.336378 5.463256
C6 -2.389171 2.483035 -1.815251
H6 2.169968 -2.477408 2.137750
H7 4.297341 3.299852 0.229064
H8 0.259244 3.576758 -0.583688
C7 -2.340521 1.572051 -3.015301
C8 -1.673667 0.354852 -3.026502
C9 -2.984048 1.199692 -5.312454
H9 2.233932 1.553711 2.606498
H10 -3.501923 2.939357 -4.159474
H11 4.561524 1.595211 0.599014
H12 -2.856507 -3.112759 0.581317
Si1 2.147466 2.071305 0.153664
C10 -2.813360 -3.041849 4.496023
H13 4.346143 -2.351320 -0.048691
C11 -2.323692 -2.042894 2.367233
C12 1.443326 0.474684 -0.443849
C13 4.022680 -1.334892 -0.290126
H14 4.634621 -0.646056 0.294371
Cl2 -1.070941 0.485685 5.206937
H15 1.787465 4.441890 -0.487441
Br1 -2.296965 -1.090078 -6.845266
H16 0.640945 2.160959 2.235512
H17 0.244651 -2.495237 -0.802132
C14 -2.374867 -2.194346 0.942735
H18 1.461835 3.366318 -1.849091
H19 1.585285 -2.448493 -1.940406
Si2 2.192443 -1.125947 0.059389
C15 1.333735 3.488190 -0.769646
Y1 -0.766602 0.580690 0.286882
C16 1.962953 -1.429199 1.906047
O2 -1.880415 1.958754 -0.713894
C17 -2.991322 1.985931 -4.173210
C18 -2.261146 -1.922329 5.133263
O3 -1.936683 -1.412951 0.084933
H20 -2.231042 -1.880306 6.213606
O4 -2.855632 3.591138 -1.881172
H21 -1.124049 -0.014881 -2.165000
H22 2.670015 -0.825245 2.481631
C19 -1.756470 -0.877662 4.401779
H23 0.968095 -1.200298 2.300406
H24 -1.120351 -1.388679 -4.157020
H25 -3.492690 1.524319 -6.209304
C20 -1.776280 -0.889292 2.985801
C21 3.997022 2.282137 -0.033856
H26 -3.262687 -3.971775 2.634195

Atomic forces in eV per Å
C -0.03 0.03 -0.05
C -0.07 -0.02 0.13
C 0.00 0.02 0.05
C -0.03 -0.05 -0.09
O 0.01 -0.04 0.38
H 0.01 0.00 0.01
H 0.00 0.00 0.01
H -0.04 0.02 0.01
H 0.01 0.01 -0.01
C 0.00 0.04 0.06
H 0.03 -0.02 -0.01
Cl 0.02 0.03 -0.02
C 0.13 -0.10 0.21
H 0.01 0.01 0.01
H 0.00 -0.01 -0.01
H 0.00 -0.02 0.01
C -0.07 0.07 -0.12
C 0.09 -0.08 0.02
C -0.01 0.01 -0.01
H 0.02 0.02 -0.01
H 0.00 0.00 0.00
H -0.01 0.00 0.00
H 0.00 -0.01 0.00
Si -0.02 0.06 -0.01
C -0.01 -0.03 -0.01
H -0.01 0.01 -0.01
C -0.08 -0.16 -0.11
C 0.35 -0.08 -0.28
C 0.08 -0.01 -0.02
H -0.01 0.00 0.00
Cl -0.01 0.00 -0.05
H -0.01 -0.01 -0.01
Br 0.01 -0.04 -0.04
H -0.01 0.01 -0.06
H 0.01 0.01 0.03
C 0.01 0.05 0.09
H 0.01 0.01 0.01
H -0.01 -0.02 0.01
Si 0.04 -0.14 0.04
C -0.03 0.07 -0.07
Y -0.07 -0.43 0.55
C 0.03 0.00 0.11
O -0.48 0.48 -0.58
C 0.01 -0.01 0.01
C 0.01 0.02 0.02
O 0.15 0.12 0.00
H 0.00 0.00 0.00
O -0.04 0.05 -0.03
H -0.07 0.05 -0.13
H -0.01 -0.01 0.00
C -0.03 -0.06 0.12
H -0.02 -0.01 -0.05
H 0.00 0.00 0.01
H 0.00 -0.01 0.00
C 0.06 0.14 -0.16
C 0.10 0.02 0.05
H 0.00 0.00 0.00

=====

Entry 3:
ORCA calculation (ωB97M-V/def2-TZVPD) on a structure of composition C21H26BrNO7PS2TcTe5 in a non-equilibrium geometry.

Calculated values
Kohn-Sham gap (spin up / spin down) ... 6.2 / 5.4 eV
Highest occupied orbital energy (spin up / spin down) ... -4.581 / -4.693 eV
Energy above the lowest of the compared OMol25 structures with the same formula, charge and spin ... 0.0 kcal/mol
Total charge ... -1
Multiplicity ... 4

Geometry (Å):
H1 2.488357 -4.090204 4.145970
C1 -5.688316 -0.933820 -4.134880
H2 -4.633689 -1.075131 -4.371511
C2 -2.351235 -2.702004 -2.098675
Te1 -6.701972 1.525663 4.945187
O1 -2.468143 1.541326 -0.271000
H3 5.386256 0.451551 3.567604
H4 5.836289 -0.712532 4.820727
O2 2.651244 1.397347 -1.767981
Te2 -3.441074 1.450386 2.194880
C3 4.252344 4.268033 0.828828
H5 2.375591 -1.338930 -2.503552
C4 2.995359 -0.551257 2.984489
C5 -3.824574 -2.107977 -0.286460
H6 3.426080 3.946749 1.461676
O3 -0.118845 1.296693 -0.883097
H7 -6.117636 -0.178141 -4.788059
C6 -4.719771 -3.058898 -2.307350
H8 -0.295654 3.946263 -1.588196
H9 0.895794 -1.000242 -3.419278
Te3 4.130191 -1.021918 -0.031840
O4 4.435950 2.131178 -0.301467
C7 -3.433610 -3.153827 -2.831043
S1 -6.116464 -3.601187 -3.259454
H10 5.192062 4.062105 1.342742
C8 3.893233 -1.020918 3.959750
N1 1.810752 -1.149950 2.707492
H11 -3.962711 -1.688797 0.701684
Te4 -4.264653 0.644141 4.771046
H12 2.513108 0.847525 -3.696865
C9 -1.440565 -1.625514 -0.081264
H13 4.394498 -2.775774 5.076259
H14 -1.821910 4.344045 -0.748977
H15 -1.350400 -2.757048 -2.506600
O5 -0.709670 2.659450 1.008586
Te5 -1.158081 0.212633 3.264947
H16 3.029687 0.514014 2.778475
C10 4.209682 3.540052 -0.497192
H17 3.254830 3.700552 -1.001024
C11 -2.532894 -2.162223 -0.821364
O6 -7.296169 -2.359149 -5.187268
O7 2.221764 1.643224 0.774017
C12 -6.450569 -2.214896 -4.342282
S2 -1.139195 2.159427 -0.291856
C13 3.714882 -2.319078 4.365774
C14 -4.907158 -2.550906 -1.025309
C15 1.507452 -0.686644 -2.568484
C16 2.635729 -3.057123 3.872722
H18 4.173981 5.345422 0.668880
H19 -3.289137 -3.575417 -3.818250
H20 4.670118 0.565614 5.177871
C17 5.009751 -0.132852 4.410181
H21 5.002014 3.881416 -1.164681
H22 -5.908460 -2.482658 -0.619247
C18 1.887221 0.752964 -2.807960
H23 -1.853051 3.333246 -2.224419
H24 -5.736782 -0.616512 -3.093505
H25 0.994261 1.359641 -2.928036
C19 1.687093 -2.428027 3.094310
P1 3.173116 1.138343 -0.310127
H26 0.902242 -0.796049 -1.669894
C20 -0.600687 -1.065666 0.594769
C21 -1.291885 3.593372 -1.329797
Tc1 0.718735 0.151514 1.425266
Br1 0.155287 -3.412588 2.634117

Atomic forces in eV per Å
H -0.01 0.00 0.02
C 0.00 -0.01 0.00
H 0.00 -0.01 0.00
C 0.03 -0.03 0.00
Te -0.10 0.05 0.00
O 0.06 0.26 -0.04
H 0.00 -0.03 0.04
H -0.01 0.00 0.01
O -0.13 0.25 -0.18
Te 0.24 -0.80 0.90
C 0.00 0.01 0.00
H -0.01 0.02 0.01
C -0.73 0.56 2.11
C 0.00 0.01 0.01
H 0.00 -0.01 0.00
O 0.14 -0.22 0.17
H 0.01 0.00 0.00
C -0.02 -0.01 0.05
H 0.01 0.00 0.05
H -0.01 0.00 -0.01
Te -0.27 0.17 0.11
O -0.16 0.22 -0.03
C -0.01 -0.04 0.00
S 0.06 -0.03 -0.07
H 0.01 0.00 0.00
C -0.24 0.17 -1.10
N 0.91 0.01 -0.63
H -0.01 0.04 -0.01
Te -0.04 0.20 -0.36
H -0.01 -0.02 -0.01
C -0.01 -0.05 0.04
H 0.02 -0.02 -0.04
H -0.04 0.02 -0.04
H 0.00 0.01 -0.01
O 0.15 -0.07 0.06
Te 0.32 0.40 -0.41
H 0.20 -0.15 -0.63
C 0.00 -0.02 0.07
H 0.00 0.00 0.00
C 0.00 0.03 -0.04
O 0.00 0.00 0.01
O -0.28 -0.91 0.14
C -0.04 0.03 0.03
S -0.15 0.18 0.13
C -0.30 -0.59 0.01
C 0.00 0.03 -0.02
C -0.03 -0.06 -0.05
C 0.36 0.22 0.32
H -0.01 0.00 0.00
H 0.00 0.01 0.00
H -0.01 -0.01 -0.01
C 0.12 0.04 -0.04
H 0.01 -0.01 0.01
H 0.00 -0.01 0.01
C 0.08 0.05 0.13
H 0.02 -0.03 0.00
H 0.00 0.01 -0.01
H -0.02 -0.01 -0.02
C -0.24 0.16 -0.11
P 0.99 -0.37 0.06
H 0.01 0.00 0.00
C 0.29 -0.04 0.00
C 0.07 -0.07 -0.06
Tc -1.24 0.43 -0.59
Br 0.06 0.00 0.01

=====

Entry 4:
ORCA calculation (ωB97M-V/def2-TZVPD) on a structure of composition C21H26Cl3IrN7O5P2S4 in a non-equilibrium geometry.

Calculated values
Kohn-Sham gap (spin up / spin down) ... 5.4 / 4.9 eV
Highest occupied orbital energy (spin up / spin down) ... -7.837 / -7.839 eV
Energy above the lowest of the compared OMol25 structures with the same formula, charge and spin ... 103.3 kcal/mol
Total charge ... 0
Multiplicity ... 2

Geometry (Å):
C1 5.037623 -0.863469 0.751134
H1 2.948739 2.524710 3.881209
H2 1.377344 -3.856841 3.586755
Cl1 -4.753885 -1.725227 0.638964
N1 4.959161 1.591426 -3.677024
C2 -4.473077 -0.034815 0.650369
H3 4.228159 -0.358843 3.973832
O1 -0.681085 -5.553473 -4.977688
N2 3.037615 2.053919 1.819103
N3 0.419624 -2.064435 3.199743
C3 -0.570873 1.480961 4.648287
C4 3.904299 1.980697 -3.437486
C5 -0.995187 -2.319053 -2.964912
N4 4.356773 -0.287092 1.892009
H4 -3.798465 3.759894 0.568725
C6 2.257383 3.710624 -3.679821
C7 1.936827 2.878399 1.355627
H5 4.911251 -1.949490 0.706766
H6 2.406351 -2.419760 3.689842
P1 2.874398 0.404142 1.644109
H7 1.528304 2.435793 0.450639
C8 3.649955 2.533016 3.038247
H8 -1.022921 -3.564583 3.279820
H9 4.498862 1.897571 3.268127
N5 0.922440 1.077951 -1.905559
H10 1.945477 -3.068218 2.102115
C9 -5.495337 0.842234 0.934218
O2 2.068693 -0.084931 2.989141
H11 -1.370070 1.464122 5.390430
S1 0.246858 -4.667850 -2.675951
C10 0.698033 -0.305498 5.717329
C11 -0.768514 -2.700024 2.660661
O3 -2.219827 -0.455100 0.164689
H12 -0.612720 -3.038266 1.631283
S2 -1.530917 -0.729670 -2.736333
P2 0.474697 -0.408270 3.055928
H13 0.011301 -0.299145 6.566577
H14 6.102720 -0.634196 0.810268
S3 0.575959 -2.514294 -0.701069
C12 4.840051 -0.759613 3.171014
N6 0.001390 0.158374 4.538244
C13 -2.963797 1.805236 0.329178
Cl2 -1.390911 2.367550 -0.073206
C14 2.618503 2.459262 -3.170695
N7 1.982674 4.747240 -4.092759
H15 3.999249 3.554265 2.887114
H16 -0.986881 1.755504 3.683253
H17 4.628424 -0.426947 -0.155246
C15 -0.139220 -3.041646 -2.149486
H18 2.303326 3.880927 1.122671
H19 4.818105 -1.853027 3.225621
S4 -1.564115 -3.135504 -4.413917
O4 2.210231 0.026599 0.393255
Cl3 -6.499786 3.311783 1.295559
C16 1.724157 1.709775 -2.467612
C17 1.606360 -2.892193 3.128810
H20 1.136352 2.960700 2.101675
C18 -5.239511 2.207117 0.916437
H21 -6.479873 0.470634 1.171358
O5 -0.262061 0.238086 1.961930
Ir1 -0.124082 -0.057076 -0.485778
H22 1.562173 0.326502 5.961603
C19 -3.142880 0.394418 0.364703
C20 -0.672654 -4.651163 -4.202449
H23 0.170115 2.228577 4.950442
H24 1.039072 -1.324317 5.545463
H25 -1.590648 -1.989251 2.669064
C21 -3.976899 2.696248 0.600185
H26 5.874379 -0.433240 3.308166

Atomic forces in eV per Å
C 0.12 0.16 -0.39
H -0.01 0.01 0.04
H 0.05 0.03 -0.01
Cl -0.15 -0.45 0.06
N 0.44 -0.17 -0.01
C 0.55 0.45 -0.08
H 0.08 -0.03 0.12
O -0.03 -0.03 0.04
N -0.22 -0.90 -0.27
N 0.38 0.89 -0.53
C -0.16 0.22 -0.09
C 0.36 -0.40 -0.05
C -0.41 0.52 -0.45
N -0.90 0.10 0.01
H 0.00 0.09 0.01
C -0.25 0.45 0.00
C -0.24 0.11 -0.19
H -0.03 0.00 0.05
H 0.16 -0.11 0.02
P 1.12 0.62 1.39
H -0.04 0.12 -0.06
C 0.15 -0.01 0.06
H -0.06 0.08 -0.03
H 0.18 0.10 0.17
N 1.01 -0.73 0.44
H -0.01 -0.01 -0.03
C 0.21 0.19 -0.05
O -0.20 -0.09 -0.40
H -0.02 0.07 0.01
S 0.20 0.09 0.31
C 0.03 -0.15 0.11
C -0.41 -0.18 0.06
O 1.76 -1.67 -0.10
H -0.08 0.05 0.10
S 1.31 0.17 1.69
P 0.60 -0.61 1.71
H 0.06 -0.04 0.00
H 0.00 0.00 -0.06
S -0.45 2.42 -0.05
C 0.01 0.06 0.18
N 0.13 -0.19 -0.83
C -0.83 -1.27 0.24
Cl 1.21 -0.30 -0.39
C -0.01 0.06 0.00
N -0.16 0.42 -0.18
H 0.05 -0.01 0.01
H -0.11 0.15 0.03
H 0.15 -0.08 -0.18
C 0.25 -0.31 0.21
H 0.01 -0.08 0.01
H -0.02 -0.01 -0.01
S -0.12 0.29 0.00
O -0.41 -0.26 -0.38
Cl -0.39 0.34 0.09
C -0.81 -0.46 0.46
C 0.21 -0.04 0.09
H 0.00 0.00 0.00
C 0.55 -0.16 -0.14
H -0.07 -0.02 -0.01
O -0.10 0.31 -0.47
Ir -3.39 -1.09 -2.99
H -0.06 -0.02 -0.04
C -0.68 1.22 0.31
C 0.00 0.18 0.15
H 0.04 0.02 0.00
H 0.02 -0.05 0.17
H -0.19 -0.09 -0.07
C -0.36 0.06 0.09
H -0.02 -0.02 0.07